1.
C32H76BrCl2CuN6O14P2 | ωB97M-V/def2-TZVPD

The geometry in ORCA input format:
```
! RIJCOSX wB97M-V def2-TZVPD def2/J DEFGRID3
* xyz 0 1
H -2.776 -4.554 -2.405
C 2.293 -1.923 -3.070
C -0.619 -3.006 1.162
H 3.029 -1.209 -2.700
Cu -1.061 0.152 -0.130
O -0.584 -0.244 -5.052
H -4.468 3.255 0.800
H -1.117 2.834 -6.242
H -0.697 1.514 -4.033
N 2.889 3.317 -2.533
N 1.679 -3.087 4.453
H 2.266 3.603 -0.621
H -0.682 -5.359 2.916
H -4.794 -1.476 -2.049
H -3.416 -1.548 -0.811
C 4.054 -2.415 -0.134
H 0.399 0.732 3.569
H -5.903 5.123 0.627
H -0.615 4.724 -5.115
H 0.370 5.871 2.059
C -2.231 -4.913 0.820
H 2.156 -4.929 5.261
H 2.108 -3.491 6.433
H -2.443 2.564 3.444
C 4.415 1.801 2.928
O -1.259 -2.131 0.582
O -1.365 2.263 -0.862
H 4.324 3.145 -4.076
H 0.061 2.445 4.051
C 0.030 3.862 1.466
H 0.643 -4.344 5.872
O -0.738 -2.594 -4.055
H -1.765 -3.297 -1.655
H -2.707 -2.252 -3.553
H -4.830 -2.572 -0.685
C -6.650 -0.538 -0.471
H 3.929 1.827 1.953
H 0.175 -6.015 1.428
H 5.786 -3.969 1.295
H 6.149 -4.452 -0.458
H 0.949 -1.487 5.317
C -1.346 4.908 -4.328
P -0.193 -1.122 -3.739
H -5.398 1.261 0.719
H -2.690 -4.168 0.169
H -3.331 1.062 3.614
N -5.182 -0.429 -0.403
H 0.687 1.301 -5.014
H -0.101 3.802 -3.227
H -7.135 0.351 -0.067
O 1.415 -1.216 -3.919
H 4.663 -0.288 3.211
C -1.891 -3.929 -2.533
C -0.396 1.176 -5.025
H -0.316 -2.592 4.626
H -1.143 5.208 2.621
H -0.642 1.480 -7.186
H 4.292 -2.052 0.865
C 5.464 -4.484 0.390
C -1.832 0.357 5.589
H 3.222 -5.689 0.126
H -0.631 3.042 1.748
C -0.091 4.970 2.463
N -0.984 -4.278 1.319
H -2.141 1.168 2.393
C 4.227 0.549 3.756
H 2.101 -3.789 -4.285
O -3.440 0.650 0.503
H 3.651 4.874 -3.789
H -2.139 1.368 -6.141
C -0.013 1.394 4.330
H 5.442 2.082 2.694
H 1.676 1.590 -2.685
H 3.039 -2.122 -0.405
H -2.172 4.214 -4.482
O 1.997 -4.238 -0.674
H -4.678 5.563 1.656
O -2.954 -0.114 5.834
H -1.717 5.928 -4.433
C 1.650 -4.025 5.600
N -1.467 1.116 4.511
O -2.684 4.211 0.365
C -0.648 4.727 -3.043
P -1.481 3.743 -0.675
H 3.394 1.285 -2.931
C 2.564 4.139 -1.536
H 0.318 4.751 3.449
Cl 5.141 0.749 5.280
C -0.077 -5.144 2.035
H 0.644 -1.481 3.555
H 4.722 -1.966 -0.869
H 3.667 -3.618 -3.420
H -2.038 -5.867 0.330
H -7.012 -0.490 -1.498
C -4.837 5.346 0.600
H -2.885 -5.193 1.645
C 2.830 -2.872 3.744
H -7.041 -1.467 -0.056
H 0.875 -4.678 2.289
H -4.635 6.228 -0.007
C 0.636 -2.086 4.462
C -2.030 -3.084 -3.748
H -0.985 0.219 6.278
C 3.493 3.795 -3.805
C -2.343 1.479 3.418
H -4.250 3.782 -0.840
O -0.230 4.339 0.155
O 2.547 5.364 -1.613
C 3.027 -4.642 -0.153
H 0.406 -2.861 1.538
C -4.063 4.066 0.195
C 2.677 1.882 -2.368
C -4.618 0.597 0.315
H 1.073 3.565 1.573
H 2.680 -1.965 3.137
Cl 3.683 3.229 3.820
O -0.548 -0.611 -2.379
Br 1.469 0.394 0.832
H 2.779 3.530 -4.585
H 3.170 0.373 3.957
O -1.629 4.658 -2.015
C 2.850 -3.090 -3.913
C -1.121 1.744 -6.243
N 4.142 -3.885 -0.032
H 0.102 5.499 -2.869
H 5.258 -5.522 0.651
H 3.316 -2.515 -4.714
H -0.945 -4.461 -2.434
C -4.487 -1.590 -1.009
H 2.913 1.655 -1.328
H 0.540 1.202 5.250
H 1.764 -2.352 -2.219
O 3.845 -3.533 3.871
H -2.432 -3.683 -4.565
*
```

HOMO-LUMO gap: 7.8423 eV
Largest force on an atom: 3.0 eV/A
LUMO energy: 0.30 eV
E_HOMO: -7.543 eV

2.
C20H21N3O9S | ωB97M-V/def2-TZVPD

The geometry in ORCA input format:
```
! RIJCOSX wB97M-V def2-TZVPD def2/J DEFGRID3
* xyz 0 1
H 2.280 -0.470 -0.411
H 3.653 1.749 2.395
C 2.799 0.164 -3.544
C -2.490 -5.273 0.642
H -4.577 0.332 -0.335
H -3.490 -1.763 -0.120
C -0.418 -0.159 -1.811
H 1.307 -0.919 1.720
O -3.425 3.274 -1.321
H 3.365 -1.581 0.472
C 2.971 1.976 1.567
O 1.577 -0.346 -3.021
O -1.435 -0.882 3.134
O -2.528 -3.963 0.092
C -1.349 -3.436 -0.247
H -1.947 -5.948 -0.023
C -0.967 3.005 0.255
H 2.700 3.027 1.620
H 0.546 -2.057 -1.463
O -4.712 2.584 0.660
H 3.067 -0.476 -4.381
C 0.297 2.703 0.688
C 0.796 0.506 -2.357
H 2.668 1.197 -3.872
C -2.050 2.223 0.642
C 2.178 -0.268 1.727
O 0.424 -0.036 3.807
C -2.698 0.011 -1.042
N 1.807 1.133 1.736
C 2.970 -0.565 0.440
H -3.524 -5.588 0.750
N -3.814 0.795 -0.805
C -0.594 0.883 1.991
C 0.548 1.565 1.490
C -2.640 -1.313 -0.608
C -1.474 -2.049 -0.772
H 1.119 3.295 0.325
C -1.586 0.578 -1.663
C -0.356 -1.474 -1.366
H -1.139 3.820 -0.430
S -3.605 2.381 -0.222
H -1.991 -5.257 1.613
H 3.576 0.123 -2.777
H 2.779 -0.486 2.615
H 3.006 1.839 -0.596
H 4.594 2.223 0.136
H -2.712 0.635 1.915
C -1.872 1.198 1.537
H -1.635 1.595 -2.020
O 1.062 1.671 -2.179
O -0.297 -4.014 -0.132
O 4.075 0.285 0.259
N -0.520 -0.085 3.041
C 3.680 1.640 0.250
*
```

HOMO-LUMO gap: 7.8856 eV
Largest force on an atom: 1.4 eV/A
LUMO energy: -0.63 eV
E_HOMO: -8.517 eV

3.
C12H24F12N2O12S4Zr | ωB97M-V/def2-TZVPD

The geometry in ORCA input format:
```
! RIJCOSX wB97M-V def2-TZVPD def2/J DEFGRID3
* xyz 2 1
H 3.919 2.506 -0.949
C 3.526 0.389 -0.413
H 2.785 -0.439 4.535
O 0.381 4.221 1.676
C -1.330 -3.217 0.587
C 4.226 1.715 -0.270
C 2.089 0.312 4.150
H 3.433 0.414 2.489
H -1.253 -5.249 1.193
H -3.601 -2.000 -1.307
H -0.137 -4.187 2.120
H 0.241 -4.637 0.469
N 0.109 -1.141 -1.835
O 2.077 0.534 -0.710
H 2.165 1.604 2.412
O 0.002 1.235 -2.164
F -0.185 4.245 -1.816
C -0.581 -4.397 1.144
O -1.288 0.264 2.321
S -0.963 1.681 2.343
F 2.342 -2.778 -4.432
O -0.391 -2.515 -3.841
H -1.394 -3.282 -0.491
F -3.276 2.430 1.276
S 0.432 3.376 0.562
C -3.290 -0.440 0.232
C -1.833 -0.010 -3.743
H 3.967 2.127 0.711
H -4.964 -1.618 -0.318
C -0.816 4.016 -0.703
O 1.661 3.201 -0.148
H -0.690 -2.016 1.984
F 2.826 -3.525 -2.454
F -3.177 2.269 3.449
H 3.636 -0.220 0.472
H -4.463 -0.459 -1.562
F -2.279 3.958 2.429
F -2.390 1.109 -3.271
C -2.572 2.685 2.372
H 2.001 -1.206 1.999
H -3.923 0.352 0.624
O 0.210 -3.677 -1.829
H 3.964 -0.158 -1.246
Zr 0.169 -0.154 0.036
F 2.810 -1.397 -2.825
N -0.121 1.800 0.807
O 0.869 0.034 -4.113
C 2.369 0.569 2.672
F -1.348 5.115 -0.214
H 1.050 0.071 4.343
O -2.086 0.222 -0.319
O -0.696 -1.936 1.018
F -1.756 0.010 -5.031
H 5.300 1.545 -0.281
C -4.103 -1.166 -0.816
S 0.414 -2.550 -2.678
O 1.587 -0.350 1.807
C 2.253 -2.569 -3.153
H -2.359 -3.197 0.952
S -0.041 0.080 -3.066
H -3.032 -1.065 1.075
F -2.482 -1.051 -3.268
O -0.186 2.095 3.441
H 2.024 1.090 -1.507
H -2.391 1.041 -0.739
F -1.792 3.102 -0.930
H 2.354 1.188 4.745
*
```

HOMO-LUMO gap: 9.9809 eV
Largest force on an atom: 3.7 eV/A
LUMO energy: -7.50 eV
E_HOMO: -17.478 eV

4.
CHFN2O | ωB97M-V/def2-TZVPD

The geometry in ORCA input format:
```
! RIJCOSX wB97M-V def2-TZVPD def2/J DEFGRID3
* xyz 0 1
N -3.088 0.003 -0.511
C -0.453 -0.248 -0.003
H 0.444 0.205 0.041
F -0.557 -1.640 -0.008
O -3.696 0.024 0.424
N -1.394 0.537 -0.153
*
```

HOMO-LUMO gap (alpha / beta): 8.9663 / 8.9656 eV
Largest force on an atom: 4.4 eV/A
LUMO energy (alpha / beta): -0.56 / -0.56 eV
E_HOMO (alpha / beta): -9.522 / -9.522 eV